The following is a quantum chemistry calculation of a molecular structure, C4H12IN2S at a distorted geometry, from OMol25.

For the HOMO energy (alpha / beta), the calculation gives -11.95 / -11.94 eV. Its charge is +1. The value obtained for the HOMO-LUMO gap (alpha / beta) is 0.19556 / 0.19501 hartree. For the LUMO energy (alpha / beta), the calculation gives -6.6 / -6.6 eV.

Geometry as XYZ:
```
20
Properties=species:S:1:pos:R:3:forces:R:3:lowdin_charge:R:1
H 1.473 -0.340 -1.248 -0.35 -0.99 1.65 0.1524
H -1.361 -2.215 -1.303 -1.55 0.63 -0.94 0.0596
H -1.758 0.258 -0.216 0.99 -0.10 -0.32 0.1038
H -2.852 4.780 1.013 -0.18 0.54 0.80 0.0441
H 0.253 -2.647 -1.291 2.45 -0.41 -2.08 0.0423
S -1.706 3.670 -0.501 0.81 -0.52 0.87 0.5592
H 2.902 0.706 0.577 2.27 0.83 -1.18 0.0044
H -0.270 -1.191 1.135 -1.00 0.34 2.13 0.1228
H 1.876 -1.613 -0.080 1.58 -2.18 0.17 0.0904
C -0.505 -2.285 -0.719 -0.74 -2.67 3.82 -0.0457
H -1.486 5.656 0.329 -0.09 0.92 0.70 0.0379
H -0.840 0.102 -1.558 0.40 -0.69 -1.19 0.0769
I 0.762 2.166 0.372 -0.01 0.84 0.54 1.0094
H -0.687 -3.247 -0.115 0.04 1.48 -0.23 0.1241
N -1.912 4.815 0.663 0.30 -1.76 -2.20 -0.3523
C 1.980 0.293 0.737 -3.52 -1.43 2.59 -0.4056
N -0.797 0.075 -0.572 -1.84 0.89 3.84 -0.0711
C 1.350 -0.735 -0.161 0.22 2.22 -1.56 -0.3022
C -0.130 -1.073 0.121 0.84 1.15 -5.54 -0.3690
H 1.998 -0.037 1.858 -0.60 0.90 -1.88 0.1186
```
Positions in Å, forces in eV/Å.